No. 1
CH2Cl2N2O | the ωB97M-V functional and the def2-TZVPD basis

```
8
Properties=species:S:1:pos:R:3:forces:R:3
C 2.367622 0.623162 0.477139 0.9730 1.6859 -0.8704
N 1.193143 0.412568 0.381466 -1.2158 -1.1674 0.4844
N -1.265148 0.602972 1.076670 1.3309 1.4970 2.3653
O 3.398679 1.151709 0.474937 0.6183 -0.6907 0.4900
Cl -1.168473 -0.967693 0.602248 -0.8309 -2.0375 -0.7791
Cl -2.416629 1.530133 0.053270 1.7143 -0.4601 0.5666
H 0.591691 -0.383359 0.074245 0.9582 0.2308 -0.0907
H 0.040198 0.748204 1.352717 -3.5480 0.9420 -2.1661
```
Forces are in eV/Å.

The value obtained for the orbital gap is 8.678 eV.



No. 2
C38H22Cl5F12N4O3Zr | the ωB97M-V functional and the def2-TZVPD basis

```
85
Properties=species:S:1:pos:R:3:forces:R:3
Zr -0.491754 -0.598125 0.079088 -0.4662 -0.3380 -0.0412
C 5.849435 -3.379471 2.488205 -0.0239 0.0133 -0.0176
C 4.703155 -2.807530 1.696643 0.0218 0.0040 -0.0014
C 4.833007 -2.401455 0.379218 0.0031 -0.0104 0.0519
C 3.754999 -1.907325 -0.327095 -0.0539 0.0363 -0.0544
C 2.451521 -1.811388 0.201798 0.1557 -0.0349 0.1009
N 1.361660 -1.453337 -0.582730 -0.0640 -0.0845 -0.0464
C 1.557149 -1.196885 -1.982274 0.0007 -0.1000 -0.1687
C 2.407442 -2.107385 -2.760821 -0.0125 -0.0134 -0.0568
C 3.022265 -1.747830 -3.891851 -0.0183 -0.0615 0.0330
C 3.018903 -0.364868 -4.343610 -0.0053 0.0547 -0.0037
C 3.868082 -0.022645 -5.535669 -0.0035 -0.0023 0.0242
C 2.339478 0.575633 -3.670497 0.0227 0.0062 -0.0353
C 1.452126 0.297548 -2.519040 0.0289 0.0071 0.0304
C 1.233430 1.453241 -1.502513 -0.0458 0.0646 0.1433
O 0.564396 1.142957 -0.346132 -0.0614 -0.1426 0.0734
C 0.394834 2.592004 -2.163303 -0.0393 -0.0054 0.0204
F 0.864024 3.039810 -3.344954 0.0225 0.0081 -0.0355
F -0.858841 2.179132 -2.386445 0.0346 0.0194 -0.0089
F 0.317102 3.667869 -1.356597 -0.0235 -0.0098 0.0009
C 2.612035 2.030363 -1.059784 -0.0144 0.0320 0.0201
F 2.501378 2.827645 0.010449 0.0173 -0.0312 -0.0379
F 3.447611 1.038918 -0.732099 -0.0009 0.0373 0.0001
F 3.220123 2.765139 -2.019625 0.0068 -0.0103 0.0153
C 2.366860 -2.077036 1.605702 -0.0443 0.0334 -0.0128
C 3.466768 -2.587981 2.285723 -0.0084 0.0149 -0.0262
C 1.149031 -1.613226 2.407579 -0.0004 -0.1385 -0.0816
O -0.025430 -1.742021 1.721504 0.1449 0.3910 -0.3073
C 0.880992 -2.398055 3.725220 -0.0645 0.0868 0.0623
F -0.248365 -1.935916 4.291418 0.0392 -0.0483 -0.0080
F 0.705038 -3.693404 3.459393 0.0029 -0.0338 -0.0092
F 1.830042 -2.317487 4.682973 0.0187 -0.0187 -0.0376
C 1.361754 -0.079562 2.765471 0.0334 0.1894 0.0410
F 2.326503 0.490055 2.049643 0.0148 -0.0022 0.0761
F 0.220403 0.623980 2.469435 0.0017 -0.0484 0.0266
F 1.622764 0.171868 4.054125 -0.0227 -0.0057 0.0160
H 6.714578 -3.557510 1.848408 -0.0004 0.0024 -0.0023
H 5.575999 -4.329171 2.952686 0.0136 -0.0057 0.0008
H 6.160616 -2.702591 3.287952 0.0055 -0.0079 0.0047
H 5.797824 -2.458700 -0.114852 0.0035 -0.0032 0.0022
H 3.934943 -1.563585 -1.332397 0.0306 -0.0042 0.0527
H 2.500333 -3.113430 -2.367967 0.0065 0.0101 -0.0073
H 3.600567 -2.475393 -4.451395 0.0022 0.0018 0.0040
H 4.914209 -0.285486 -5.356472 -0.0002 -0.0051 -0.0149
H 3.816240 1.041062 -5.766510 -0.0001 -0.0025 -0.0010
H 3.541926 -0.581441 -6.417307 0.0023 0.0071 -0.0092
H 2.466482 1.604722 -3.974225 -0.0015 -0.0054 -0.0034
H 3.379133 -2.808010 3.338894 -0.0189 0.0049 0.0228
Cl -3.468817 -0.863254 2.368965 -0.0272 0.0607 0.0700
C -3.523146 -2.080580 1.108970 0.1656 -0.0077 -0.1371
C -2.455675 -2.171726 0.221069 0.1136 0.1689 0.0257
C -2.491462 -3.294684 -0.604494 -0.0379 0.1401 0.0747
Cl -1.100727 -3.651538 -1.590213 0.0158 -0.0542 -0.0909
C -3.555741 -4.193096 -0.644287 -0.0191 0.0403 0.0518
Cl -3.552416 -5.542371 -1.719105 -0.0017 -0.0559 -0.0424
C -4.641799 -3.995769 0.204221 0.0175 0.0357 0.0099
Cl -5.990445 -5.070020 0.157261 -0.0454 -0.0342 -0.0027
C -4.618955 -2.940565 1.110780 0.0640 -0.0453 -0.0731
Cl -5.934034 -2.725946 2.207343 -0.0670 0.0028 0.0531
C -0.075325 -1.128689 -4.113102 0.0566 0.0324 0.0689
C 0.309941 -0.698083 -2.713451 -0.0374 -0.0117 -0.1329
O -0.791038 -0.605134 -1.896772 0.0706 -0.0581 0.4495
H 0.590665 -1.885965 -4.521966 -0.0005 0.0077 -0.0216
H -0.077480 -0.276212 -4.795133 -0.0302 0.0051 0.0033
H -1.080525 -1.541036 -4.051636 0.0026 -0.0210 -0.0082
N -5.599221 7.848058 4.878773 0.0016 -0.0058 -0.0018
C -5.233567 6.972822 4.229986 -0.0388 0.0986 0.0651
C -4.781064 5.882358 3.415486 0.0554 -0.1393 -0.1040
C -4.075936 4.826350 3.989690 -0.0218 0.0486 0.0081
C -3.654238 3.769684 3.205518 0.0255 -0.0417 0.0011
C -3.916763 3.775107 1.840773 -0.0253 0.0735 0.0462
C -4.611778 4.829651 1.261562 0.0015 -0.0247 -0.0494
C -5.050596 5.877187 2.047900 -0.0052 0.0252 0.0527
N -3.475874 2.699539 1.041082 0.0301 0.0192 0.0105
C -4.158904 2.105664 -0.005623 0.0007 -0.0553 -0.0354
C -3.361337 1.102060 -0.448924 -0.0267 0.0349 0.0105
N -2.208349 1.077754 0.297935 0.1469 -0.0888 -0.0461
C -2.298487 2.041821 1.172685 -0.0127 0.0047 -0.0608
H -3.876050 4.829428 5.052173 0.0016 -0.0035 0.0001
H -3.140450 2.928503 3.651635 -0.0027 0.0045 -0.0027
H -4.787578 4.835111 0.194341 0.0005 -0.0033 0.0052
H -5.590981 6.702608 1.605653 0.0012 -0.0011 -0.0041
H -5.141574 2.426967 -0.299111 0.0015 0.0048 0.0030
H -3.522455 0.392627 -1.242563 -0.0062 -0.0025 0.0017
H -1.540576 2.317673 1.887247 -0.0066 -0.0045 0.0069
```
Forces are in eV/Å.

The value obtained for the orbital gap is 5.869 eV. As for the net charge: -1.



No. 3
C7H19BCl2F3N4O6P2Pt | the ωB97M-V functional and the def2-TZVPD basis

```
45
Properties=species:S:1:pos:R:3:forces:R:3
N -0.623965 2.797042 2.252550 -0.0780 -0.1093 0.1319
C -1.270380 2.775508 0.942570 0.0529 -0.0912 -0.1173
N -2.712865 2.807768 1.011395 -0.0482 -0.0047 0.3503
N -0.896174 3.997527 0.260389 -0.0328 -0.0135 -0.0348
C -0.927305 1.493793 0.132541 0.0161 0.0947 -0.1285
C 0.557882 1.167098 0.092732 0.3246 -0.4719 -0.0556
O 0.912103 0.663187 -1.189743 0.0366 0.3235 -0.3379
P 0.753024 -1.001238 -1.342395 -2.6732 -0.4148 -0.2589
N 1.097057 -2.707149 -1.391908 0.3858 -0.0561 0.0473
C 0.564858 -0.744991 -3.178988 0.6342 -0.0204 0.0678
B -0.942625 -1.034243 -3.588364 0.0955 -0.1355 -0.2874
O -1.517233 -0.138685 -4.424093 -0.2124 0.2112 0.3723
O -1.529348 -2.200387 -3.143249 0.0817 0.1552 0.6229
P 3.334515 -0.864586 -1.704532 0.5594 -0.0285 0.7358
O 3.921044 -1.662288 -0.512484 0.1760 0.0635 0.0735
Cl 4.275276 0.815283 -1.626734 0.4798 0.3792 -0.1393
O 1.446895 -1.029368 0.251703 0.0690 -0.4981 -0.2657
C 1.105064 0.028980 1.045947 0.5748 0.8690 0.5036
Cl 2.669360 0.681227 1.764374 -0.1068 -0.1329 -0.0712
C 0.231463 -0.421659 2.245085 0.2147 -0.0798 -0.2795
O 0.288302 -1.856505 2.277679 -0.4267 -0.1127 0.4452
C -0.809893 -2.422678 2.838919 -0.4940 -0.4558 -0.0136
F -0.522473 -3.697217 3.128881 -0.3088 0.3821 -0.1938
F -1.218910 -1.789082 3.940593 0.1218 -0.0884 -0.0247
F -1.861388 -2.433969 1.999116 0.2152 0.1567 -0.1230
H -1.258919 2.619483 3.016208 0.0360 -0.0031 -0.0331
H 0.232558 2.274842 2.366575 0.0140 0.0712 -0.0560
H -3.084429 1.967768 1.441336 0.0055 0.0118 -0.0184
H -3.001443 3.601726 1.575329 -0.0281 0.0722 -0.1760
H 0.097254 4.177224 0.241543 -0.0188 0.0122 0.0753
H -1.309241 4.069040 -0.660343 0.0783 -0.0451 -0.0039
H -1.523130 0.645885 0.474200 -0.0164 -0.0072 0.0840
H -1.235807 1.685255 -0.895700 -0.0018 0.0027 -0.0071
H 1.167553 2.054602 0.246203 -0.1325 0.0994 0.0455
H -0.578420 -1.179234 -0.982201 -0.0616 0.0946 0.1880
H 1.853823 -3.022913 -1.989044 -0.1452 0.0161 -0.1796
H 0.250486 -3.160606 -1.732431 0.0162 -0.0359 0.0762
H 0.842452 0.264657 -3.472463 -0.0064 -0.0169 -0.0733
H 1.215335 -1.460572 -3.688654 -0.0580 0.0034 -0.0828
H -2.454539 -0.269708 -4.605662 0.0392 -0.1045 -0.1823
H -2.415206 -2.152802 -2.769193 -0.1249 -0.1076 -0.4335
H 3.285800 -2.210584 0.005576 0.0682 -0.0746 -0.1738
H -0.797868 -0.087395 2.152458 -0.0439 -0.0466 -0.1746
H 0.633189 -0.031512 3.175230 0.0425 0.0067 0.0088
Pt 1.756268 -3.008526 4.019050 0.6803 0.1300 0.0971
```
Forces are in eV/Å.

The value obtained for the orbital gap is 3.050 eV. As for the net charge: +1.



No. 4
C35H61NO10S2 | the ωB97M-V functional and the def2-TZVPD basis

```
109
Properties=species:S:1:pos:R:3:forces:R:3
C 2.954267 1.054424 -0.009377 -0.7341 -0.2984 0.1135
C 3.566863 0.536847 -1.444564 0.2766 0.2940 0.5970
C 3.295837 1.566719 -2.695780 -0.4456 -0.1594 -0.3018
C 1.873993 2.383687 -2.620327 -0.3382 0.4160 -0.2413
C 0.547624 1.410542 -2.722136 0.3539 -0.2011 -0.8881
C 0.094405 1.220414 -4.312663 0.4676 0.4362 0.2738
C -0.945747 2.392839 -4.802547 -0.2324 0.5031 0.1265
C -2.428560 2.336439 -4.096012 0.3334 -0.4427 0.2268
C -3.030362 0.793646 -4.220987 -1.3240 1.0698 -0.3867
C -4.567392 0.944869 -4.790496 0.0630 0.5671 0.1609
C -5.517762 1.385452 -3.513533 -0.8552 -1.1011 -1.0208
C -6.088102 0.131694 -2.625324 -1.5382 -0.5496 3.8792
C -6.654565 0.221340 -1.253225 0.9829 -1.7150 -3.1348
C -6.857151 1.465262 -0.206221 -0.5393 -1.5057 0.4298
C -7.854549 2.658164 -0.716723 0.0832 0.1671 0.1869
C -7.138853 3.873126 -1.546562 -2.1691 0.4648 -1.4364
S -5.545578 4.523652 -0.810391 1.2957 0.0387 -0.8938
C -4.442221 5.304410 -2.161295 -0.5305 0.0454 -1.8073
S -5.236193 5.529580 -3.686525 1.8839 -0.1668 2.6719
N -2.991475 5.659351 -1.913518 -4.1339 -0.0875 1.6413
C -2.529510 5.304982 -0.515946 2.4515 0.0349 0.6287
C -1.018806 6.000648 -0.345762 0.3036 -0.6816 0.0621
O -1.064098 7.464924 -0.213270 -2.0829 -1.1105 -0.9878
C -2.229011 8.017484 -0.945080 -0.0343 1.0126 -0.7752
C -2.675236 7.102637 -2.240879 1.6572 1.5733 -0.6053
C -7.106225 -1.329964 -0.863059 -2.6182 -1.6958 4.4324
O -7.768075 -1.749716 0.227317 4.5682 2.8910 -7.4150
O -6.689608 -2.308781 -1.917698 -0.0863 5.1653 0.4693
C -6.174710 -1.461301 -3.004333 1.6870 -3.3759 -4.6889
O -5.825341 -2.115732 -4.115010 -2.1615 4.6847 7.0105
H 3.365053 2.102307 0.343648 -0.6271 -2.1666 -0.8078
H 3.146550 0.240039 0.833952 -0.2055 1.8550 -1.8254
H 1.776873 1.173385 -0.094978 2.3838 -0.2430 0.1343
H 4.748165 0.473948 -1.296544 -2.6181 -0.2298 -0.4515
H 3.111371 -0.544409 -1.661470 1.1662 2.3982 0.4127
H 3.292670 0.938810 -3.708690 0.0828 1.3575 2.1324
H 4.171355 2.341841 -2.764507 -1.6698 -1.4392 0.1594
H 1.811819 3.129550 -3.547895 0.2266 -1.5494 1.9244
H 1.806768 3.076999 -1.657391 0.2895 -1.6191 -1.9300
H -0.348009 1.874917 -2.124627 1.7069 -0.9951 -1.0567
H 0.785761 0.317577 -2.333142 -0.4623 2.3994 -0.4886
H -0.314322 0.125685 -4.405896 0.5536 2.2650 -0.1232
H 1.054199 1.316678 -5.010470 -1.9474 -0.3434 1.5731
H -1.114679 2.355765 -5.983814 0.4261 -0.0531 2.5646
H -0.475075 3.461804 -4.559389 -0.8478 -2.3109 -0.5565
H -3.131647 3.144982 -4.612539 1.4535 -1.8426 1.0433
H -2.414973 2.615734 -2.935428 0.2713 -0.4618 -2.5196
H -3.103998 0.351316 -3.128512 0.3961 0.4836 -2.3771
H -2.421720 0.129226 -4.968242 -1.0368 1.2933 1.6977
H -4.621326 1.852436 -5.564336 0.2433 -1.9416 1.7219
H -4.964078 0.008615 -5.376904 0.6981 1.6819 1.5516
H -6.474179 1.910199 -3.998454 2.0428 -0.9845 1.3843
H -4.919601 2.099849 -2.805720 -1.3451 -1.2476 -1.3083
H -5.792386 1.808833 0.135665 -2.0584 -0.3523 -0.8699
H -7.371490 0.997192 0.764570 1.1836 0.8239 -2.2475
H -8.721041 2.228869 -1.415639 2.0405 0.8714 1.5008
H -8.393821 3.109119 0.221539 1.1675 -0.9083 -1.7210
H -7.908345 4.786015 -1.530458 1.7402 -1.9735 -0.1182
H -7.072487 3.542124 -2.672078 0.4361 0.8746 2.2861
H -3.192572 5.733885 0.348149 1.0435 -0.9585 -1.6464
H -2.323954 4.133365 -0.412800 -0.8596 2.5990 -0.2697
H -0.489492 5.574516 0.626651 -1.2243 0.9464 -2.0536
H -0.321203 5.763454 -1.278658 -1.6256 0.1574 1.8583
H -1.857697 9.061179 -1.390079 -0.8295 -2.3138 0.9089
H -3.141602 8.290213 -0.233722 1.8953 -0.9512 -1.3001
H -1.722586 7.079272 -2.959961 -2.1486 0.1415 1.4803
H -3.528435 7.686221 -2.790412 1.4845 -1.5375 1.0327
O 4.133748 -1.904278 1.840868 -2.0410 -0.4195 0.6376
C 2.994705 -2.356574 1.949968 1.4065 0.1437 -0.1292
O 2.105604 -1.777402 2.787394 0.3859 0.5842 -0.1526
C 0.700478 -2.086433 2.821299 -0.1786 -0.2400 0.1888
C 0.425755 -3.254634 3.748503 0.1652 -0.1683 -0.0625
C 2.598221 -3.613622 1.235289 -0.3102 0.0432 -0.7844
H 0.304997 -2.246998 1.815393 0.1581 -0.0629 0.0316
H 0.197957 -1.194983 3.211221 0.3592 0.0128 -0.1057
H 0.914510 -4.167656 3.398264 -0.1135 0.1148 0.0706
H -0.647973 -3.442586 3.823018 0.0541 0.0537 -0.0092
H 0.818886 -3.048845 4.749929 -0.1213 0.0091 -0.1853
H 2.832486 -4.477596 1.864249 -0.1910 0.1141 -0.0216
H 3.175725 -3.682194 0.306685 0.0442 0.0068 0.4602
H 1.550328 -3.635459 0.941417 -0.0957 -0.1058 0.3182
O 2.441598 -5.211910 5.311339 0.9415 0.6673 2.0357
C 2.996260 -4.663903 6.263144 -0.8980 -0.6049 -1.3467
O 2.864074 -5.163100 7.512364 -0.0189 -0.4849 -0.3453
C 3.641844 -4.735344 8.645116 -0.1018 0.2072 0.1523
C 2.994612 -3.545676 9.327505 -0.1633 0.1653 -0.1140
C 3.746767 -3.379416 6.076144 0.6487 0.0427 -0.3660
H 4.680363 -4.544156 8.364121 -0.1160 0.0561 -0.0982
H 3.661754 -5.579745 9.342138 -0.1315 -0.0069 -0.3456
H 2.949537 -2.678510 8.663315 0.1099 -0.0556 0.0845
H 3.551854 -3.266704 10.224961 -0.0368 -0.0362 -0.0656
H 1.963263 -3.781735 9.610964 0.2096 -0.0575 0.0078
H 3.058814 -2.536993 6.194322 0.1290 -0.0939 0.0118
H 4.159178 -3.362626 5.061179 -0.3411 0.0615 0.1555
H 4.595507 -3.269072 6.748737 -0.1700 0.1334 0.1663
O 4.974284 -3.929084 -0.667605 2.1318 -1.2766 0.5441
C 5.852919 -4.538174 -0.058586 -1.4245 0.7449 -0.7992
O 6.969960 -4.949708 -0.698961 -0.0968 0.5016 -0.2834
C 8.141316 -5.464769 -0.040429 -0.0152 -0.2414 0.0397
C 8.024418 -6.960693 0.179615 -0.2237 -0.1343 0.0128
C 5.662482 -4.923494 1.377868 -0.0167 0.4315 0.6272
H 8.349236 -4.919648 0.883501 -0.1536 -0.0415 -0.0320
H 8.984178 -5.267097 -0.711070 -0.3420 0.1273 -0.0417
H 7.189437 -7.204173 0.841947 0.1380 0.0485 0.0232
H 8.942695 -7.358037 0.618540 -0.0548 0.0397 -0.0398
H 7.835812 -7.473404 -0.769759 0.1223 0.1373 0.1118
H 5.169741 -5.898931 1.429369 0.1459 0.0707 -0.0064
H 5.021141 -4.174933 1.856256 0.1725 -0.2268 -0.2938
H 6.587807 -4.938851 1.950978 0.0239 -0.2585 -0.0745
```
Forces are in eV/Å.

As for the SMILES: CCCCCCCCCCCC1=C(CCCSC(=S)N2CCOCC2)C(=O)OC1=O.CCOC(C)=O.CCOC(C)=O.CCOC(C)=O. The value obtained for the orbital gap is 7.582 eV.



No. 5
H3NOSSi | the ωB97M-V functional and the def2-TZVPD basis

```
7
Properties=species:S:1:pos:R:3:forces:R:3
O -1.482027 -0.990386 0.972498 -1.2920 -1.0676 -4.0748
N -0.461045 -0.040935 -1.082839 -3.5431 -3.0941 -1.6280
S -1.618133 -0.973712 -0.581596 3.7986 3.1432 4.2797
Si 0.787779 0.421719 0.002151 -0.3510 -0.5457 0.3496
H 1.242235 -0.882479 0.575874 0.5241 0.5510 -0.1624
H 1.542921 1.337496 -0.817013 0.9453 0.0780 -0.0641
H -0.011730 1.128297 0.930923 -0.0818 0.9352 1.3001
```
Forces are in eV/Å.

The value obtained for the orbital gap is 9.140 eV.